Molecular formula: C39H64O39
Method: DFT, ωB97M-V/def2-TZVPD

Geometry as ORCA input:
```
! wB97M-V def2-TZVPD RIJCOSX def2/J DEFGRID3
* xyz 0 1
C 7.165 0.772 5.628
C 7.455 -0.318 6.595
O 7.714 -1.508 5.823
C 7.927 -1.174 4.576
O 8.299 -1.874 3.692
O 7.605 0.198 4.407
H 7.671 1.635 6.061
H 6.131 1.103 5.528
H 6.644 -0.494 7.301
H 8.317 -0.278 7.262
C -4.688 -0.304 6.280
C -5.947 0.468 5.884
O -6.946 -0.571 5.641
C -6.512 -1.726 6.305
O -7.127 -2.751 6.183
O -5.269 -1.476 6.843
H -4.024 0.194 6.987
H -4.054 -0.539 5.425
H -5.675 1.040 4.997
H -6.192 1.283 6.565
C 1.351 5.170 7.413
C 2.311 6.000 8.280
O 3.485 5.965 7.443
C 3.148 5.777 6.248
O 3.944 5.798 5.259
O 1.919 5.366 6.149
H 0.385 5.676 7.413
H 1.349 4.164 7.832
H 2.411 5.660 9.310
H 2.157 7.077 8.211
C -6.944 -4.220 0.026
C -5.875 -4.814 -0.815
O -6.392 -4.884 -2.117
C -7.722 -4.783 -2.035
O -8.534 -4.957 -2.976
O -8.068 -4.598 -0.758
H -6.821 -3.147 0.175
H -7.061 -4.756 0.967
H -5.635 -5.843 -0.549
H -4.940 -4.257 -0.776
C 1.025 -6.290 -3.275
C 1.591 -7.653 -3.868
O 0.471 -8.426 -3.865
C -0.629 -7.668 -3.797
O -1.749 -8.088 -3.947
O -0.355 -6.426 -3.533
H 1.468 -5.425 -3.767
H 1.347 -6.215 -2.236
H 2.302 -8.021 -3.128
H 2.001 -7.534 -4.870
C 5.660 -8.052 5.402
C 4.549 -8.903 4.792
O 3.938 -8.193 3.754
C 4.266 -6.971 3.836
O 3.845 -6.086 3.116
O 5.349 -6.813 4.627
H 6.630 -8.339 4.995
H 5.543 -7.916 6.477
H 3.789 -9.035 5.563
H 4.992 -9.834 4.438
C -6.348 5.036 -0.332
C -5.297 5.233 -1.468
O -5.838 6.400 -2.030
C -7.205 6.304 -1.937
O -8.012 6.897 -2.653
O -7.506 5.545 -0.936
H -6.162 5.486 0.643
H -6.534 3.983 -0.124
H -5.195 4.311 -2.041
H -4.367 5.627 -1.060
C 0.464 -0.528 2.556
O 0.346 -0.669 1.075
C -0.816 -0.639 0.410
O -1.945 -0.399 0.840
O -0.574 -1.010 -0.904
C -1.540 -0.603 -1.890
H 0.084 0.412 2.956
H 1.527 -0.439 2.776
H 0.176 -1.496 2.966
H -1.105 -0.781 -2.873
H -1.930 0.414 -1.907
H -2.401 -1.270 -1.940
C 3.260 3.888 -1.348
O 3.351 5.101 -2.071
C 2.311 5.601 -2.550
O 1.140 5.207 -2.490
O 2.735 6.658 -3.271
C 1.864 7.630 -3.822
H 4.256 3.450 -1.283
H 2.690 3.134 -1.891
H 2.730 4.106 -0.421
H 1.637 8.321 -3.010
H 0.940 7.171 -4.174
H 2.140 8.305 -4.632
C 6.325 -1.952 -3.513
O 5.880 -0.950 -4.394
C 5.283 -1.236 -5.573
O 4.877 -0.375 -6.393
O 5.165 -2.599 -5.825
C 4.188 -3.005 -6.733
H 6.856 -1.419 -2.724
H 7.065 -2.593 -3.992
H 5.598 -2.545 -2.957
H 4.430 -2.513 -7.675
H 3.210 -2.669 -6.388
H 4.206 -4.086 -6.870
C -6.704 2.169 -10.492
O -6.214 2.786 -9.338
C -5.437 2.210 -8.434
O -5.155 1.053 -8.345
O -4.949 3.222 -7.555
C -5.185 4.586 -7.886
H -7.413 1.421 -10.137
H -5.945 1.838 -11.201
H -7.338 2.844 -11.068
H -6.272 4.626 -7.960
H -4.718 4.814 -8.844
H -4.896 5.241 -7.064
C -0.874 2.602 -12.409
O -0.591 3.937 -12.020
C -0.292 4.275 -10.715
O -0.136 5.450 -10.381
O -0.281 3.195 -9.914
C 0.189 3.348 -8.519
H -0.730 2.531 -13.488
H -1.899 2.342 -12.145
H -0.160 1.952 -11.902
H 0.283 2.359 -8.070
H -0.479 4.094 -8.087
H 1.190 3.751 -8.367
C 2.928 -0.132 12.980
O 2.633 -0.233 11.591
C 1.984 -1.275 10.948
O 1.711 -1.197 9.745
O 1.679 -2.151 11.919
C 0.793 -3.221 11.448
H 2.739 -1.036 13.559
H 2.600 0.786 13.467
H 4.011 -0.146 13.105
H 1.470 -4.044 11.223
H 0.247 -3.002 10.531
H 0.250 -3.625 12.303
*
```

Energy relative to the best compared isomer or geometry (same formula, charge and spin) ... 105.36 kcal per mole
HOMO ... -0.3830 Eh
Max |F| ... 8.3 eV Å⁻¹
LUMO ... -0.278 eV
Electronic energy ... -4458.6173 Eh